1.
Below is a molecular structure, C55H54FN10O3RbS3, with properties calculated with ωB97M-V/def2-TZVPD.

The HOMO energy is -1.6989 eV.

ORCA input file:
```
! wB97M-V def2-TZVPD RIJCOSX def2/J DEFGRID3
* xyz -2 1
Rb -0.1743 0.3364 -0.4340
C 2.4681 0.7210 2.0798
C 1.4912 0.3100 3.1573
N 1.3061 -0.9324 3.3515
N 0.5034 -1.2936 4.3946
C -0.5979 -1.8934 4.1279
S -1.3419 -2.2080 2.6066
S -1.3865 -2.5236 5.6536
C -3.0282 -1.7428 5.4691
C -2.9566 -0.2639 5.7317
C -3.0454 0.2397 7.0294
C -2.9156 1.6005 7.2748
C -2.6840 2.4786 6.2220
C -2.5874 1.9868 4.9279
C -2.7269 0.6246 4.6837
C 0.8855 1.4165 3.9483
C 1.0959 1.4923 5.3194
C 0.6872 2.5960 6.0651
C 0.0315 3.6330 5.4040
C -0.2405 3.5526 4.0468
C 0.1433 2.4256 3.2591
O -0.1781 2.3116 2.0169
H 2.7220 -0.1280 1.4462
H 2.0317 1.5208 1.4743
H 3.3813 1.1104 2.5446
H -3.3291 -1.9603 4.4457
H -3.6888 -2.2522 6.1726
H -3.2053 -0.4490 7.8536
H -2.9781 1.9731 8.2917
H -2.5600 3.5389 6.4124
H -2.3744 2.6567 4.1024
H -2.6264 0.2410 3.6729
H 1.5968 0.6634 5.8065
H 0.8603 2.6408 7.1336
H -0.2873 4.5100 5.9609
H -0.7879 4.3508 3.5499
N 2.6408 1.9687 -3.1802
C 3.2671 0.7771 -3.1364
N 4.2187 0.5550 -4.0558
C 4.7842 -0.6378 -3.9531
N 5.7986 -0.9157 -4.8345
N 4.4890 -1.5855 -3.0647
C 3.5229 -1.2542 -2.2053
N 2.8849 -0.1019 -2.1952
C 3.1461 -2.2803 -1.1844
C 3.7911 -3.5076 -1.1548
C 3.4227 -4.4296 -0.1850
C 2.4299 -4.0940 0.7145
C 1.8385 -2.8390 0.6110
N 2.1867 -1.9527 -0.3206
H 3.0829 2.6750 -3.7400
H 2.1577 2.2958 -2.3519
H 5.7890 -0.3737 -5.6799
H 6.0216 -1.8911 -4.9247
H 4.5621 -3.7146 -1.8832
H 3.9101 -5.3964 -0.1366
H 2.1052 -4.7749 1.4926
H 1.0635 -2.5406 1.3114
N -3.0811 0.3354 -0.3167
C -4.1966 0.1648 -0.1248
C -5.6105 -0.0228 0.0722
C -6.4476 1.0887 0.0960
C -7.8148 0.9154 0.2420
C -8.3467 -0.3602 0.3641
C -7.5072 -1.4643 0.3515
C -6.1384 -1.3010 0.2063
H -6.0149 2.0773 -0.0024
H -8.4665 1.7796 0.2609
H -9.4164 -0.4932 0.4695
H -7.9218 -2.4589 0.4544
H -5.4694 -2.1526 0.1972
O -0.6935 2.4624 -2.2906
S -1.3204 1.9324 -3.5378
C -3.1267 1.9366 -3.2594
C -3.7164 3.1870 -2.6897
C -4.7002 3.8920 -3.3768
C -5.2800 5.0274 -2.8261
C -4.8684 5.4827 -1.5800
C -3.8861 4.7862 -0.8848
C -3.3229 3.6387 -1.4258
C -1.1926 3.2923 -4.8231
C -1.0434 4.6954 -4.3157
C 0.0842 5.0677 -3.5852
C 0.2288 6.3702 -3.1265
C -0.7436 7.3227 -3.3959
C -1.8651 6.9652 -4.1348
C -2.0104 5.6622 -4.5881
H -3.2178 1.1019 -2.5605
H -3.5742 1.6455 -4.2131
H -5.0236 3.5426 -4.3535
H -6.0536 5.5566 -3.3704
H -5.3197 6.3683 -1.1487
H -3.5634 5.1280 0.0923
H -2.5711 3.0900 -0.8711
H -2.0694 3.1760 -5.4640
H -0.3038 2.9895 -5.3780
H 0.8527 4.3401 -3.3551
H 1.1056 6.6296 -2.5437
H -0.6334 8.3381 -3.0320
H -2.6317 7.6991 -4.3576
H -2.8861 5.3902 -5.1657
C 2.2046 5.4261 2.1219
N 2.6741 4.9221 0.8412
C 4.0668 4.5025 0.8278
C 1.8291 4.4825 -0.1395
C 0.3549 4.6297 0.0859
O 2.2756 3.9479 -1.1636
H 2.9474 6.1265 2.5110
H 2.0576 4.6260 2.8517
H 1.2637 5.9559 2.0116
H 4.7236 5.3616 0.9927
H 4.2885 4.0559 -0.1332
H 4.2458 3.7654 1.6165
H 0.0385 5.6387 0.3632
H 0.0728 3.9283 0.8901
H -0.1527 4.3275 -0.8258
F -2.7390 -5.0147 -4.8901
C -2.3627 -3.8622 -4.2431
C -1.7912 -3.9487 -2.9929
C -1.4158 -2.7609 -2.3513
C -1.5824 -1.4771 -2.9096
C -2.1703 -1.4890 -4.1862
C -2.5666 -2.6509 -4.8648
H -1.6475 -4.9246 -2.5332
H -0.9740 -2.8652 -1.3571
H -2.3350 -0.5398 -4.7117
H -3.0218 -2.6242 -5.8534
*
```



2.
Below is a molecular structure, C55H54N6S2SiTa, with properties calculated with ωB97M-V/def2-TZVPD.

The HOMO energy is -15.1245 eV.

ORCA input file:
```
! wB97M-V def2-TZVPD RIJCOSX def2/J DEFGRID3
* xyz 3 1
Ta 0.4657 0.1190 0.1963
C 0.8607 4.4932 -0.9553
C 1.0737 3.3003 -0.2610
N 0.7871 2.1094 -0.7767
C 0.2154 2.0477 -2.0264
C -0.1201 3.2098 -2.7418
C 0.2556 4.4508 -2.1834
C -0.8251 3.0856 -3.9608
C -1.2165 1.8488 -4.3888
C -0.8632 0.6859 -3.6735
C -0.0930 0.7648 -2.5375
N 0.3841 -0.3297 -1.7676
C 0.6505 -1.5776 -2.3548
C 0.7943 -1.8812 -3.6843
C 1.1105 -3.2002 -4.0829
C 1.3007 -4.1877 -3.1621
C 1.2256 -3.8822 -1.7804
C 1.4959 -4.8194 -0.7657
C 1.4628 -4.4157 0.5405
C 1.1758 -3.0803 0.8392
N 0.9203 -2.1562 -0.0790
C 0.9137 -2.5693 -1.3882
H 1.1442 5.4270 -0.4916
H 1.4601 3.3226 0.7521
H 0.0444 5.3630 -2.7282
H -1.0683 3.9751 -4.5265
H -1.7964 1.7463 -5.2955
H -1.2050 -0.2727 -4.0344
H 0.6929 -1.1221 -4.4442
H 1.2061 -3.4154 -5.1381
H 1.5406 -5.1974 -3.4675
H 1.7366 -5.8421 -1.0291
H 1.6690 -5.1007 1.3504
H 1.1582 -2.7735 1.8692
S -1.2940 1.8128 0.9307
C -2.6669 1.0119 1.5504
N -3.6846 1.6589 2.0290
C -4.8775 0.9409 2.5095
C -4.4696 -0.3642 3.1313
N -3.6090 -1.1173 2.2023
C -3.7477 -2.5962 2.1780
C -4.5529 -3.0635 0.9892
C -5.8963 -2.7154 0.8654
C -6.6348 -3.1578 -0.2195
C -6.0379 -3.9627 -1.1822
C -4.7059 -4.3242 -1.0556
C -3.9627 -3.8709 0.0258
C -2.7388 -0.4885 1.4627
S -1.6932 -1.2809 0.3968
C -3.7452 3.1290 2.1630
C -3.5558 3.5334 3.6076
C -4.3716 4.5166 4.1525
C -4.1796 4.9297 5.4643
C -3.1819 4.3542 6.2366
C -2.3707 3.3633 5.6980
C -2.5561 2.9559 4.3858
H -5.5585 0.8037 1.6660
H -5.3570 1.5722 3.2558
H -5.3497 -0.9639 3.3459
H -3.9227 -0.2105 4.0654
H -4.2190 -2.8686 3.1212
H -2.7429 -3.0186 2.1566
H -6.3889 -2.1263 1.6317
H -7.6807 -2.8963 -0.3038
H -6.6193 -4.3218 -2.0204
H -4.2472 -4.9680 -1.7939
H -2.9238 -4.1620 0.1292
H -4.7306 3.4298 1.8053
H -2.9956 3.5656 1.5066
H -5.1559 4.9668 3.5554
H -4.8158 5.6971 5.8834
H -3.0390 4.6731 7.2600
H -1.5941 2.9113 6.3012
H -1.9115 2.1860 3.9722
C 0.8094 -0.2973 2.2851
Si 2.4378 0.4849 2.8894
C 3.4844 -0.2740 1.5227
N 2.9731 0.0825 0.1599
C 3.5983 1.4088 -0.1945
C 3.7649 1.5907 -1.6919
C 4.8836 0.6608 -2.1848
C 4.9179 -0.6024 -1.3131
C 3.5122 -0.9283 -0.8347
C 2.3253 2.3457 2.9079
C 1.1053 2.9337 3.2616
C 0.9581 4.3130 3.3338
C 2.0426 5.1331 3.0544
C 3.2729 4.5719 2.7286
C 3.4128 3.1930 2.6646
C 2.9261 -0.1960 4.5349
C 3.1791 0.6548 5.6139
C 3.5775 0.1423 6.8414
C 3.7282 -1.2258 7.0049
C 3.4803 -2.0885 5.9436
C 3.0817 -1.5750 4.7214
H -0.0491 0.1147 2.8285
H 0.9343 -1.2958 2.6941
H 3.3383 -1.3496 1.6709
H 4.5621 -0.1071 1.5771
H 4.5916 1.4342 0.2606
H 3.0417 2.2008 0.2844
H 4.0006 2.6350 -1.9007
H 2.8258 1.3728 -2.2078
H 5.8451 1.1716 -2.1386
H 4.7186 0.3966 -3.2297
H 5.5948 -0.4839 -0.4647
H 5.2944 -1.4564 -1.8763
H 3.4700 -1.9060 -0.3603
H 2.8596 -0.9402 -1.7048
H 0.2532 2.3051 3.4960
H 0.0065 4.7435 3.6205
H 1.9395 6.2087 3.1151
H 4.1263 5.2106 2.5428
H 4.3856 2.7772 2.4274
H 3.0737 1.7273 5.4973
H 3.7767 0.8113 7.6677
H 4.0445 -1.6241 7.9596
H 3.6053 -3.1552 6.0730
H 2.9017 -2.2664 3.9016
*
```



3.
Below is 7 unconnected molecules or ions with the total composition C55H55ClF18NO5PS, with properties calculated with ωB97M-V/def2-TZVPD.

The HOMO energy is -9.0150 eV. The SMILES is CC[C@@H](F)[N@+]1([PH2]=O)[C@@](CCC(F)(F)C(F)(F)C(F)(F)C(F)(F)F)(C(=O)[O-])[C@](CCCO)([C@H](C)F)O[C@H](S)[C@@]1(F)Cl.Fc1ccccc1.Fc1ccccc1.Fc1ccccc1.Fc1ccccc1.Fc1ccccc1.Fc1ccccc1.

ORCA input file:
```
! wB97M-V def2-TZVPD RIJCOSX def2/J DEFGRID3
* xyz 0 1
C 3.3414 1.2385 0.8813
C 3.0622 0.3175 -0.3220
C 1.5562 0.1133 -0.5087
F 1.0053 1.3505 -0.1945
N 0.9798 -0.3801 -1.8075
P 0.8005 1.2280 -2.8112
O 2.1320 1.8189 -2.9640
C -0.4088 -1.0397 -1.5730
C -1.3111 -0.3436 -0.5405
C -1.8867 1.0780 -0.7420
C -3.3135 1.1702 -0.2220
F -3.4388 0.6027 0.9934
F -3.5659 2.5047 -0.0671
C -4.4134 0.6447 -1.1822
F -4.1512 -0.5617 -1.7102
F -5.5430 0.4800 -0.4481
C -4.8230 1.6192 -2.3221
F -3.7819 2.2302 -2.9102
F -5.6544 2.5599 -1.8413
C -5.6173 0.8865 -3.4605
F -4.7896 0.2688 -4.2984
F -6.2562 1.8403 -4.1734
F -6.5510 0.0646 -2.9817
C -1.1140 -1.0337 -2.9706
O -0.9428 -2.0246 -3.7090
O -1.8305 -0.0392 -3.2636
C -0.3246 -2.5091 -1.0740
C -1.7081 -3.2321 -1.2070
C -1.6079 -4.6916 -1.6618
C -3.0264 -5.2684 -1.6212
O -3.3275 -5.7367 -0.3205
C 0.1123 -2.7352 0.4084
C 1.6242 -2.9476 0.6024
F -0.4146 -3.9107 0.9355
O 0.5692 -3.3609 -1.7929
C 1.5472 -2.8518 -2.6336
S 3.0533 -3.8774 -2.3134
C 1.8294 -1.2891 -2.6609
F 3.1447 -1.1239 -2.4220
Cl 1.8469 -0.8943 -4.4380
H 4.3616 1.0224 1.1890
H 2.7050 0.9562 1.7192
H 3.2325 2.2826 0.6186
H 3.5429 -0.6280 -0.0764
H 3.6007 0.7188 -1.1731
H 1.2343 -0.4646 0.3503
H 0.0015 2.1371 -2.1108
H 0.1128 1.0229 -4.0063
H -0.8885 -0.3125 0.4601
H -2.1850 -0.9733 -0.3994
H -1.3684 1.7909 -0.0988
H -1.8776 1.5049 -1.7339
H -2.2798 -3.1616 -0.2821
H -2.3577 -2.7790 -1.9539
H -0.9406 -5.2705 -1.0319
H -1.3098 -4.7348 -2.7047
H -3.6925 -4.4231 -1.8443
H -3.1876 -5.9998 -2.4158
H -4.1350 -6.2525 -0.3095
H -0.1782 -1.9649 1.1219
H 2.2359 -2.3386 -0.0603
H 1.8251 -3.9871 0.3614
H 1.8995 -2.7604 1.6367
H 1.2785 -3.1656 -3.6337
H 3.5733 -3.8734 -3.5535
F 1.8076 3.7532 2.6021
C 1.5409 4.8911 1.9279
C 0.2265 5.2762 1.7552
C -0.0435 6.4485 1.0639
C 0.9976 7.2098 0.5496
C 2.3122 6.8015 0.7306
C 2.5899 5.6359 1.4292
H -0.5708 4.6647 2.1577
H -1.0678 6.7676 0.9265
H 0.7832 8.1211 0.0075
H 3.1248 7.3906 0.3268
H 3.6061 5.3067 1.5865
F -3.5734 -8.9744 -2.7738
C -4.7983 -8.9514 -3.3307
C -5.1491 -9.9400 -4.2279
C -6.4147 -9.9134 -4.7953
C -7.3053 -8.8996 -4.4683
C -6.9322 -7.9120 -3.5677
C -5.6718 -7.9390 -2.9899
H -4.4382 -10.7170 -4.4752
H -6.7061 -10.6855 -5.4946
H -8.2899 -8.8802 -4.9160
H -7.6227 -7.1189 -3.3145
H -5.3649 -7.1834 -2.2792
F 5.7711 5.6242 1.2123
C 6.6505 5.8389 2.2158
C 7.9248 5.3180 2.1146
C 8.8257 5.5447 3.1442
C 8.4394 6.2760 4.2594
C 7.1520 6.7871 4.3437
C 6.2478 6.5734 3.3123
H 8.2034 4.7453 1.2398
H 9.8286 5.1516 3.0757
H 9.1442 6.4485 5.0616
H 6.8493 7.3542 5.2136
H 5.2416 6.9704 3.3546
F -3.6827 -8.3920 0.7291
C -2.6830 -8.5099 1.6293
C -1.6224 -7.6237 1.5924
C -0.6082 -7.7590 2.5292
C -0.6587 -8.7733 3.4765
C -1.7299 -9.6544 3.4923
C -2.7540 -9.5213 2.5661
H -1.5973 -6.8441 0.8450
H 0.2251 -7.0691 2.5185
H 0.1375 -8.8760 4.2022
H -1.7696 -10.4477 4.2267
H -3.6022 -10.1933 2.5669
F -7.2034 -0.4200 4.2836
C -7.4275 0.7070 3.5808
C -8.7273 1.1153 3.3572
C -8.9510 2.2786 2.6337
C -7.8801 3.0113 2.1381
C -6.5807 2.5827 2.3713
C -6.3536 1.4261 3.0999
H -9.5489 0.5275 3.7444
H -9.9641 2.6135 2.4563
H -8.0595 3.9155 1.5719
H -5.7427 3.1479 1.9853
H -5.3469 1.0823 3.2984
F 11.1007 7.1735 2.4572
C 10.8313 8.3139 1.7854
C 9.5165 8.6998 1.6116
C 9.2490 9.8747 0.9245
C 10.2904 10.6387 0.4153
C 11.6042 10.2306 0.5976
C 11.8807 9.0620 1.2920
H 8.7183 8.0874 2.0096
H 8.2248 10.1940 0.7862
H 10.0771 11.5524 -0.1233
H 12.4164 10.8227 0.1983
H 12.8983 8.7309 1.4518
*
```



HOMO-LUMO gap list, top to bottom, in Eh: 0.188, 0.218, 0.312